DFT (ωB97M-V with the def2-TZVPD basis set) results for the ion C5H6N with charge +1.

Atoms and positions in Å:
C (-0.14029, -2.03449, 1.32236)
C (-0.15701, 0.50012, 1.00843)
C (0.61816, -1.58312, 2.23969)
C (-0.22771, 0.70833, -0.27410)
C (-0.34415, 0.86157, -1.71442)
N (-0.39534, -0.70614, 1.78008)
H (-0.34971, -2.84215, 0.59584)
H (0.05091, 1.37059, 1.65409)
H (1.26874, -1.60666, 3.17211)
H (0.32127, 1.72640, -2.11878)
H (-1.44582, 0.98601, -1.87254)
H (0.32265, 0.14629, -2.23569)

Summary:
HOMO level (spin up / spin down) = -13.22 / -13.01 eV
E_LUMO (spin up / spin down) = -6.292 / -6.574 eV
Energy relative to the best compared isomer or geometry (same formula, charge and spin) = 706.00 kJ/mol
Total charge = +1
Maximum force = 0.070 hartree/bohr